Entry 1:
Computed, not measured: a molecular structure, C32H31N5O9PSSrTe, with the ωB97M-V functional and the def2-TZVPD basis.

CARTESIAN COORDINATES (ANGSTROEM)
Sr1 0.031 0.173 -0.048
O1 -0.769 -0.808 -7.278
C1 0.165 -1.385 -6.682
O2 1.163 -1.988 -7.103
C2 0.060 -1.283 -5.147
C3 -1.176 -1.294 -4.509
C4 -1.233 -1.101 -3.147
N1 -0.152 -0.826 -2.402
C5 1.046 -0.835 -3.014
C6 1.194 -1.109 -4.362
C7 2.249 -0.506 -2.133
O3 3.257 -1.199 -2.243
O4 2.069 0.470 -1.324
H1 -2.073 -1.414 -5.102
H2 -2.183 -1.119 -2.622
H3 2.177 -1.149 -4.809
N2 2.388 -1.542 6.752
C8 1.455 -1.126 5.801
C9 1.855 -0.352 4.712
C10 0.925 0.078 3.786
C11 -0.415 -0.244 3.933
C12 -0.826 -0.989 5.027
C13 0.101 -1.429 5.953
S1 -1.594 0.173 2.680
O5 -1.433 -0.859 1.637
O6 -2.886 0.239 3.296
N3 -1.053 1.455 1.919
C14 -0.833 2.652 2.518
N4 -1.106 2.845 3.816
C15 -0.808 4.041 4.310
C16 -0.246 5.053 3.557
C17 0.002 4.755 2.227
N5 -0.279 3.576 1.699
H4 3.334 -1.607 6.412
H5 2.121 -2.361 7.274
H6 2.902 -0.102 4.584
H7 1.254 0.681 2.947
H8 -1.877 -1.219 5.144
H9 -0.224 -2.012 6.808
H10 -1.031 4.192 5.361
H11 -0.011 6.018 3.982
H12 0.443 5.479 1.548
Te1 -1.241 3.289 -1.305
C18 -1.568 3.151 -3.395
C19 -2.488 4.015 -3.986
C20 -2.783 3.902 -5.338
C21 -2.174 2.910 -6.098
C22 -1.255 2.044 -5.517
C23 -0.948 2.176 -4.169
C24 0.529 4.431 -1.449
C25 1.757 3.807 -1.653
C26 2.911 4.575 -1.730
C27 2.848 5.956 -1.604
C28 1.623 6.576 -1.404
C29 0.462 5.814 -1.327
H13 -2.981 4.771 -3.386
H14 -3.500 4.576 -5.790
H15 -2.416 2.794 -7.146
H16 -0.818 1.251 -6.115
H17 -0.228 1.504 -3.718
H18 1.826 2.730 -1.761
H19 3.862 4.084 -1.895
H20 3.752 6.550 -1.667
H21 1.566 7.654 -1.308
H22 -0.492 6.301 -1.170
C30 2.097 -3.822 3.134
O7 1.448 -2.846 2.325
P1 2.107 -2.260 0.978
O8 2.400 -3.595 0.114
C31 1.794 -3.781 -1.175
O9 3.586 -1.967 1.557
C32 4.619 -1.516 0.667
H23 1.350 -4.198 3.831
H24 2.922 -3.371 3.685
H25 2.477 -4.644 2.524
H26 1.893 -4.837 -1.415
H27 2.310 -3.182 -1.923
H28 0.733 -3.523 -1.152
H29 4.805 -2.258 -0.108
H30 5.510 -1.380 1.277
H31 4.335 -0.585 0.181

Summary:
* E_LUMO: 2.0 eV
* frontier orbital gap: 0.27594 Eh
* M: 907.89 g/mol
* energy above the lowest of the compared OMol25 structures with the same formula, charge and spin: 0.0 kJ/mol
* HOMO: -5.5 eV
* DFT total energy: -87825.3290 eV
* net charge: -1



Entry 2:
Computed, not measured: a single C6H13NO molecule in a non-equilibrium geometry, with the ωB97M-V functional and the def2-TZVPD basis.

CARTESIAN COORDINATES (ANGSTROEM)
C1 0.060 -0.301 0.390
C2 1.025 0.792 -0.172
C3 -0.245 1.664 -0.299
C4 -1.472 0.016 -1.555
C5 -0.080 -0.318 1.920
C6 0.309 -1.714 -0.134
N1 -1.092 0.445 -0.209
O1 2.074 1.278 0.694
H1 2.689 0.531 0.782
H2 1.449 0.538 -1.152
H3 -0.397 2.356 0.539
H4 -0.324 2.246 -1.224
H5 -2.226 0.702 -1.956
H6 -0.640 -0.012 -2.268
H7 -1.937 -0.975 -1.524
H8 -0.214 0.686 2.338
H9 -0.941 -0.923 2.227
H10 -0.538 -2.374 0.087
H11 0.491 -1.741 -1.213
H12 1.197 -2.146 0.342
H13 0.813 -0.748 2.386

Summary:
* E_LUMO: 0.8 eV
* frontier orbital gap: 0.34194 Eh
* M: 115.18 g/mol
* energy above the lowest of the compared OMol25 structures with the same formula, charge and spin: 185.9 kJ/mol
* HOMO: -8.5 eV
* DFT total energy: -9969.2478 eV
* SMILES string: CN1C[C@@H](O)C1(C)C



Entry 3:
Computed, not measured: a single C5H7Cl3Si molecule in a non-equilibrium geometry, with the ωB97M-V functional and the def2-TZVPD basis.

CARTESIAN COORDINATES (ANGSTROEM)
C1 1.840 0.378 0.694
C2 1.677 -0.866 0.298
C3 0.815 1.486 0.540
C4 0.419 -1.251 -0.431
C5 -0.494 -0.102 -0.888
Si1 -2.219 0.076 -0.186
Cl1 -3.586 -1.195 -0.828
Cl2 -1.928 0.065 1.839
Cl3 -3.076 1.832 -0.757
H1 2.824 0.757 1.067
H2 2.498 -1.631 0.683
H3 -0.111 1.568 1.099
H4 0.972 2.344 -0.077
H5 0.812 -1.620 -1.343
H6 -0.104 -2.042 0.191
H7 -0.340 0.203 -1.900

Summary:
* E_LUMO (alpha / beta): -0.4 / -0.1 eV
* frontier orbital gap (alpha / beta): 0.29701 / 0.31444 Eh
* M: 201.56 g/mol
* energy above the lowest of the compared OMol25 structures with the same formula, charge and spin: 204.0 kJ/mol
* HOMO (alpha / beta): -8.5 / -8.7 eV
* DFT total energy: -50744.1672 eV



Entry 4:
Computed, not measured: a molecular structure, C5H6EuLiO2 in a non-equilibrium geometry, with the ωB97M-V functional and the def2-TZVPD basis.

CARTESIAN COORDINATES (ANGSTROEM)
C1 0.487 -0.054 0.496
C2 -0.292 -0.374 1.628
H1 -0.989 0.346 2.067
H2 0.121 -1.168 2.260
O1 2.820 0.044 0.351
C3 1.664 -0.445 -0.064
Eu1 5.201 -0.563 0.813
H3 1.652 -0.938 -1.048
C4 -1.103 -0.543 -0.241
C5 -1.538 0.823 -0.685
O2 -1.580 1.237 -1.834
Li1 -1.878 2.788 -2.795
H4 -1.534 -1.049 -1.136
H5 -1.148 -1.602 0.063
H6 -1.883 1.498 0.125

Summary:
* E_LUMO (alpha / beta): -11.5 / -11.5 eV
* frontier orbital gap (alpha / beta): 0.27746 / 0.27818 Eh
* M: 257.01 g/mol
* energy above the lowest of the compared OMol25 structures with the same formula, charge and spin: 0.0 kJ/mol
* HOMO (alpha / beta): -19.1 / -19.1 eV
* ⟨S²⟩: 15.76
* 2S+1: 8
* DFT total energy: -28876.8705 eV
* net charge: +3